The following is a DFT calculation (ωB97M-V with the def2-TZVPD basis set) of a cluster of 2 separate species, C31H41BBr2Cl2FN2O6S2 in total.

```
88
Properties=species:S:1:pos:R:3:forces:R:3:lowdin_spin:R:1
C -1.307449 -6.318333 -6.118958 -0.3 0.7 0.1 0.00
C -0.324857 -5.295506 -5.629632 -0.3 -0.8 -0.1 0.00
Cl 0.192406 -4.151027 -6.795596 0.2 0.3 0.0 0.00
C 0.146665 -5.300236 -4.388781 0.3 0.7 0.0 0.00
Cl -0.361946 -6.548718 -3.306186 -0.2 -0.1 0.2 0.00
C 1.074882 -4.291924 -3.817038 0.1 -0.3 0.0 0.00
C 2.370974 -4.641207 -3.434532 -0.1 0.3 -0.2 0.00
S 3.110910 -6.240556 -3.601298 1.0 0.5 1.0 0.00
O 2.758170 -7.088742 -2.521915 -0.5 -0.2 -0.2 0.00
O 4.490617 -6.043416 -3.886443 -0.1 0.0 -0.3 0.00
F 2.463163 -6.779020 -4.900479 -0.3 -0.2 -0.3 0.00
C 3.232028 -3.707516 -2.883866 -0.3 0.1 0.0 0.00
C 2.833830 -2.386882 -2.691098 -0.4 -0.4 -0.1 0.00
C 3.780225 -1.380527 -2.076462 0.4 -0.5 0.1 0.00
Br 3.080325 -0.730888 -0.356546 -0.1 0.1 -0.1 0.00
C 5.176607 -1.953320 -1.810053 0.0 -0.3 0.5 0.00
C 5.279545 -2.934923 -0.638355 -0.1 -0.1 -0.3 0.00
Br 6.420766 -0.483800 -1.506858 0.1 0.0 -0.2 0.00
C 1.539818 -2.026954 -3.113119 0.0 0.5 0.0 0.00
C 0.652771 -2.958775 -3.658581 0.4 -0.6 -0.1 0.00
N -0.651935 -2.654065 -4.097943 0.3 0.3 1.1 0.00
C -1.332923 -1.522019 -3.565941 -0.6 0.2 0.0 0.00
C -2.733482 -1.536361 -3.604920 -0.5 0.2 -0.1 0.00
C -3.511026 -2.701649 -4.179013 0.9 -0.1 0.5 0.00
B -3.899780 -3.814130 -3.103180 -0.3 -0.1 0.0 0.00
O -4.418815 -5.004463 -3.533430 0.2 0.1 -0.1 0.00
O -3.729960 -3.656652 -1.743560 0.3 0.1 -0.3 0.00
C -3.442737 -0.442387 -3.113427 0.6 -0.1 -0.1 0.00
C -2.787907 0.670417 -2.609673 0.0 -0.7 -0.2 0.00
C -1.399672 0.697104 -2.568806 0.1 0.3 0.0 0.00
C -0.700411 1.924763 -2.026327 -0.1 -0.8 0.3 0.00
C 0.002584 1.643903 -0.669437 -0.2 0.5 -0.4 0.00
C -0.492410 2.570804 0.424384 0.4 0.1 0.2 0.00
O 0.133395 3.852025 0.342696 -0.2 0.2 -0.1 0.00
C -0.685889 -0.409769 -3.047695 0.0 0.0 0.0 0.00
S 1.083344 -0.325100 -3.010979 0.0 0.0 -0.3 0.00
H -2.152849 -6.322056 -5.435102 -0.1 -0.3 0.2 0.00
H -1.695392 -6.012932 -7.081700 0.1 -0.2 -0.3 0.00
H -0.879538 -7.312342 -6.154700 0.1 -0.2 -0.1 0.00
H 4.210558 -4.051515 -2.615606 0.2 0.1 0.0 0.00
H 3.924111 -0.534490 -2.739747 -0.4 0.3 0.1 0.00
H 5.533529 -2.463023 -2.695224 0.0 0.3 -0.4 0.00
H 5.570518 -2.431190 0.271529 0.0 0.1 0.2 0.00
H 4.329703 -3.432111 -0.473785 -0.2 0.0 0.1 0.00
H 5.999904 -3.715085 -0.863638 0.3 0.0 0.0 0.00
H -1.209497 -3.460947 -3.854664 -0.1 -0.2 -0.6 0.00
H -4.368397 -2.345395 -4.741736 -0.2 0.0 0.0 0.00
H -2.862909 -3.204304 -4.901601 -0.2 -0.1 -0.4 0.00
H -4.449383 -5.021688 -4.493343 -0.2 -0.2 -0.1 0.00
H -2.904941 -4.044333 -1.441956 -0.1 -0.1 0.4 0.00
H -4.519036 -0.466043 -3.157493 -0.2 0.0 0.0 0.00
H -3.381656 1.493359 -2.249214 0.1 0.3 0.1 0.00
H -0.012671 2.306772 -2.775893 0.2 0.1 0.0 0.00
H -1.465567 2.674257 -1.864495 -0.1 0.3 -0.1 0.00
H -0.151036 0.610702 -0.377069 0.0 -0.2 0.0 0.00
H 1.067893 1.811209 -0.793354 0.2 -0.2 0.2 0.00
H -0.314699 2.140522 1.409463 0.0 -0.1 0.1 0.00
H -1.559593 2.755474 0.347194 -0.2 -0.1 -0.1 0.00
H 0.954035 3.818233 0.836514 0.1 0.0 0.0 0.00
C 1.042910 5.439905 4.584691 0.1 -0.3 0.0 0.00
C -0.506853 5.388635 4.707773 1.3 0.6 -0.4 0.03
C -0.998018 6.167351 5.939029 -0.4 -0.2 0.4 0.02
C -0.901522 5.427532 7.272988 0.1 0.0 -0.1 0.00
C -1.486016 4.022325 7.155795 -0.2 0.4 0.1 0.02
C -0.844390 3.224159 6.023944 1.0 -0.8 0.5 0.03
N -0.965973 3.966733 4.732762 -1.6 0.7 0.6 0.36
O -2.166961 3.862767 4.271185 0.3 -0.3 -0.4 0.54
C 0.624412 2.935004 6.384587 0.1 0.2 0.0 0.00
C -1.512131 1.860612 5.892211 -0.4 0.0 -0.2 0.00
C -1.044728 6.097836 3.470444 -0.4 -0.2 -0.3 0.00
H 1.512044 4.468220 4.711285 -0.1 0.0 0.0 0.00
H 1.340526 5.770707 3.589591 -0.1 0.1 0.0 0.00
H 1.489224 6.123753 5.307805 0.0 0.0 0.0 0.00
H -2.048230 6.433312 5.782542 0.0 -0.1 -0.1 0.00
H -0.453554 7.111134 5.996757 0.0 0.0 -0.1 0.00
H 0.135617 5.389506 7.616959 0.0 -0.1 0.0 0.00
H -1.449673 5.987249 8.033293 0.0 0.0 0.0 0.00
H -1.357414 3.480876 8.095286 0.1 -0.1 0.0 0.00
H -2.564946 4.095315 6.986956 0.0 0.0 -0.1 0.00
H 1.125425 2.395583 5.579129 0.0 0.0 0.0 0.00
H 0.660252 2.310036 7.276939 -0.1 -0.1 0.0 0.00
H 1.206352 3.825393 6.610940 0.0 0.0 0.0 0.00
H -2.588396 1.941649 5.752877 0.0 0.1 -0.1 0.00
H -1.339681 1.283592 6.800320 0.1 0.0 0.0 0.00
H -1.098493 1.302496 5.050910 0.0 0.0 0.0 0.00
H -0.806239 5.541374 2.562187 0.0 0.0 0.0 0.00
H -0.584955 7.083706 3.394352 0.1 0.0 0.1 0.00
H -2.123500 6.240012 3.505130 0.0 -0.1 0.0 0.00
```
Positions in Å, forces in eV/Å.

The spin multiplicity is 2. The largest force on an atom comes out at 1.8 eV Å⁻¹. As for the charge: 0. The calculation puts the HOMO-LUMO gap at 7.5721 eV.